1.
Computed, not measured: a structure of composition C32H27Cl2N3O2PdSb, with ωB97M-V/def2-TZVPD.

Atoms and positions in Å:
Pd  -0.147  -0.156  -0.010
Cl  0.093  4.756  0.091
C  1.426  3.663  0.021
C  2.742  4.165  -0.016
C  3.811  3.322  -0.068
Cl  5.418  3.970  -0.133
C  3.612  1.923  -0.081
C  4.638  0.955  -0.149
C  4.319  -0.376  -0.166
C  2.969  -0.756  -0.114
N  1.996  0.122  -0.053
C  2.287  1.451  -0.034
C  1.171  2.312  0.017
O  -0.061  1.819  0.068
H  2.896  5.236  -0.010
H  5.669  1.280  -0.190
H  5.090  -1.132  -0.220
H  2.685  -1.800  -0.122
C  -4.889  -2.966  3.226
C  -4.116  -1.901  3.670
C  -3.481  -1.076  2.753
C  -3.629  -1.305  1.385
C  -4.383  -2.389  0.944
C  -5.015  -3.214  1.867
Sb  -2.680  -0.009  0.013
C  -3.654  1.813  0.406
C  -4.438  2.422  -0.568
C  -5.090  3.614  -0.279
C  -4.951  4.200  0.970
C  -4.146  3.606  1.934
C  -3.491  2.417  1.652
C  -3.549  -0.615  -1.799
C  -4.937  -0.669  -1.938
C  -5.495  -1.072  -3.142
C  -4.673  -1.419  -4.208
C  -3.294  -1.367  -4.073
C  -2.730  -0.966  -2.870
H  -5.390  -3.604  3.942
H  -4.009  -1.712  4.730
H  -2.868  -0.257  3.111
H  -4.483  -2.595  -0.114
H  -5.610  -4.050  1.522
H  -4.543  1.977  -1.549
H  -5.707  4.085  -1.033
H  -5.464  5.126  1.193
H  -4.027  4.070  2.904
H  -2.848  1.973  2.402
H  -5.579  -0.399  -1.107
H  -6.571  -1.113  -3.250
H  -5.112  -1.730  -5.146
H  -2.660  -1.636  -4.908
H  -1.652  -0.920  -2.763
N  -0.193  -2.235  0.012
C  0.464  -3.189  -0.006
N  1.180  -4.271  -0.078
C  1.313  -5.014  -1.349
C  1.055  -6.482  -1.071
O  1.904  -6.952  -0.040
C  1.666  -6.283  1.185
C  1.958  -4.801  1.054
H  2.327  -4.879  -1.731
H  0.600  -4.619  -2.070
H  1.276  -7.073  -1.957
H  0.004  -6.631  -0.795
H  2.331  -6.731  1.921
H  0.628  -6.433  1.504
H  3.021  -4.653  0.851
H  1.689  -4.270  1.965

Orbital gap in eV: 7.05
Charge: +1
Relative energy (zero: lowest compared OMol25 entry of this formula, charge and spin) in eV: 0.0000
Largest force on an atom in eV/Å: 0.7
DFT total energy in eV: -77243.706
Highest occupied orbital energy in eV: -10.25

Okay, here come the Löwdin numbers, in e, for every atom: 0.68, 0.74, -0.58, -0.10, -0.60, 0.72, -0.16, 0.01, -0.03, -0.11, 0.01, -0.15, -0.38, -0.29, 0.11, 0.10, 0.11, 0.09, -0.07, -0.08, -0.13, -0.36, -0.12, -0.07, 1.59, -0.36, -0.11, -0.07, -0.07, -0.07, -0.12, -0.39, -0.14, -0.07, -0.07, -0.08, -0.13, 0.11, 0.11, 0.09, 0.09, 0.11, 0.09, 0.11, 0.11, 0.11, 0.09, 0.11, 0.11, 0.11, 0.11, 0.08, 0.08, -0.23, -0.07, -0.08, -0.18, -0.11, -0.18, -0.09, 0.14, 0.14, 0.14, 0.13, 0.14, 0.13, 0.13, 0.14

---

2.
Computed, not measured: a structure of composition C32H27ClGaN3OPS2, with ωB97M-V/def2-TZVPD.

Atoms and positions in Å:
Ga  0.623  -1.233  -1.477
Cl  2.913  0.564  1.064
C  2.245  1.741  2.165
C  3.125  2.386  3.017
C  2.638  3.342  3.892
C  1.284  3.640  3.899
C  0.422  2.983  3.034
C  0.881  2.012  2.141
P  -0.237  1.047  1.038
C  0.112  1.740  -0.627
C  -1.079  1.497  -1.607
C  -1.351  2.587  -2.559
C  -0.522  3.627  -2.715
C  0.606  3.833  -1.825
C  0.837  3.002  -0.798
C  -1.837  1.824  1.465
C  -2.634  1.157  2.393
C  -3.858  1.682  2.784
C  -4.305  2.875  2.234
C  -3.524  3.540  1.298
C  -2.295  3.022  0.917
H  4.177  2.136  2.986
H  3.317  3.851  4.564
H  0.894  4.388  4.576
H  -0.631  3.227  3.052
H  -1.962  1.001  -1.212
H  -2.268  2.528  -3.134
H  -0.742  4.382  -3.459
H  1.204  4.727  -1.941
H  1.594  3.248  -0.062
H  -2.293  0.214  2.807
H  -4.465  1.154  3.508
H  -5.263  3.283  2.530
H  -3.872  4.469  0.864
H  -1.691  3.553  0.191
N  -1.273  -4.478  -0.024
C  -0.747  -4.174  1.226
C  -0.915  -4.789  2.450
C  -0.233  -4.250  3.538
C  0.587  -3.139  3.380
C  0.753  -2.524  2.142
C  0.072  -3.045  1.053
N  0.031  -2.662  -0.285
C  -0.825  -3.539  -0.923
C  -1.153  -3.376  -2.263
C  -1.949  -4.082  -3.172
S  -1.890  -3.294  -4.709
C  -0.849  -2.100  -4.088
N  -0.553  -2.252  -2.837
H  -1.982  -5.161  -0.216
H  -1.551  -5.658  2.558
H  -0.342  -4.704  4.513
H  1.111  -2.737  4.238
H  1.389  -1.659  2.038
H  -2.498  -4.995  -3.028
H  -0.455  -1.285  -4.678
S  1.217  0.793  -3.187
C  0.141  0.669  -1.742
C  2.484  -2.904  -3.732
O  2.089  -1.569  -3.957
C  2.139  -0.761  -2.782
C  3.582  -0.452  -2.428
H  1.986  -3.315  -2.841
H  3.565  -2.998  -3.598
H  2.182  -3.485  -4.603
H  4.110  -0.121  -3.327
H  4.098  -1.328  -2.027
H  3.635  0.344  -1.691

Orbital gap (alpha / beta) in eV: 5.72 / 8.30
2S+1: 2
Largest force on an atom in eV/Å: 0.6
DFT total energy in eV: -135996.385
Highest occupied orbital energy (alpha / beta) in eV: -5.17 / -7.78

Okay, here come the Löwdin numbers, in e, for every atom: 0.56, 0.73, -0.65, -0.11, -0.08, -0.08, -0.07, -0.37, 1.12, -0.51, -0.27, -0.07, -0.11, -0.10, -0.09, -0.40, -0.10, -0.09, -0.09, -0.07, -0.08, 0.10, 0.11, 0.10, 0.10, 0.13, 0.11, 0.10, 0.10, 0.10, 0.10, 0.10, 0.10, 0.10, 0.11, 0.16, -0.19, -0.03, -0.11, -0.10, -0.03, -0.21, 0.07, -0.26, -0.32, -0.36, 1.01, -0.43, -0.02, 0.16, 0.11, 0.10, 0.10, 0.06, 0.05, 0.09, 0.98, -0.59, -0.11, -0.27, -0.72, -0.13, 0.08, 0.09, 0.09, 0.09, 0.07, 0.04

---

3.
Computed, not measured: a structure of composition C32H27EuN4O4P, with ωB97M-V/def2-TZVPD.

Atoms and positions in Å:
Eu  3.517  -15.265  -10.712
O  6.603  -17.877  -13.088
C  5.865  -18.932  -13.544
C  6.575  -19.900  -14.231
C  5.938  -21.083  -14.573
C  4.556  -21.279  -14.345
C  3.853  -20.276  -13.668
C  4.512  -19.131  -13.279
C  3.765  -18.101  -12.503
O  4.442  -17.034  -12.171
N  2.509  -18.254  -12.316
N  1.954  -17.151  -11.714
C  0.690  -17.023  -11.964
C  -0.067  -15.936  -11.394
C  -1.412  -15.901  -11.574
C  -2.153  -14.878  -10.967
C  -1.501  -13.991  -10.177
C  -0.142  -14.190  -9.978
N  0.583  -15.093  -10.621
H  5.925  -17.323  -12.607
H  7.621  -19.864  -14.231
H  6.555  -21.883  -14.988
H  4.031  -22.240  -14.451
H  2.859  -20.391  -13.415
H  0.210  -17.652  -12.707
H  -1.780  -16.638  -12.253
H  -3.253  -14.880  -11.104
H  -1.935  -13.240  -9.581
H  0.436  -13.636  -9.190
N  3.182  -14.595  -13.388
C  3.876  -13.635  -14.213
C  3.272  -13.047  -15.335
C  4.025  -12.291  -16.241
C  5.409  -12.120  -16.114
C  5.969  -12.565  -14.898
C  5.218  -13.344  -14.018
P  5.922  -13.929  -12.426
C  7.650  -13.414  -12.674
C  8.031  -12.090  -12.434
C  9.333  -11.657  -12.651
C  10.266  -12.619  -13.050
C  9.896  -13.960  -13.241
C  8.572  -14.355  -13.119
C  5.368  -12.596  -11.249
C  4.554  -11.600  -11.733
C  3.905  -10.750  -10.808
C  4.027  -11.010  -9.437
C  4.841  -12.019  -8.928
C  5.479  -12.858  -9.876
H  3.719  -15.477  -13.584
H  2.245  -14.641  -13.773
H  2.243  -13.225  -15.553
H  3.441  -11.940  -17.118
H  6.001  -11.560  -16.795
H  6.977  -12.390  -14.625
H  7.270  -11.335  -12.238
H  9.586  -10.637  -12.535
H  11.326  -12.316  -13.305
H  10.607  -14.653  -13.645
H  8.195  -15.332  -13.506
H  4.521  -11.393  -12.799
H  3.302  -9.918  -11.175
H  3.447  -10.452  -8.713
H  4.869  -12.220  -7.837
H  6.202  -13.600  -9.473
O  2.640  -15.004  -8.411
C  3.636  -15.690  -7.960
O  4.260  -16.644  -8.503
H  4.093  -15.404  -7.018

Orbital gap (alpha / beta) in eV: 6.90 / 7.54
Relative energy (zero: lowest compared OMol25 entry of this formula, charge and spin) in eV: 0.5920
2S+1: 8
Largest force on an atom in eV/Å: 3.0
DFT total energy in eV: -76391.942
Highest occupied orbital energy (alpha / beta) in eV: -7.07 / -7.70

Okay, here come the Löwdin numbers, in e, for every atom: 1.59, 0.03, -0.26, -0.02, -0.08, -0.08, -0.03, -0.09, -0.44, -0.26, 0.06, -0.05, -0.09, -0.33, -0.02, -0.05, -0.07, -0.12, 0.07, 0.04, 0.10, 0.10, 0.10, 0.08, 0.12, 0.11, 0.12, 0.09, 0.12, 0.02, -0.33, -0.03, -0.08, -0.05, -0.06, -0.34, 1.09, -0.41, -0.10, -0.07, -0.08, -0.08, -0.09, -0.44, -0.10, -0.05, -0.09, -0.07, -0.15, 0.09, 0.08, 0.10, 0.11, 0.09, 0.08, 0.11, 0.09, 0.12, 0.10, 0.12, 0.11, 0.11, 0.10, 0.12, 0.12, -0.25, -0.60, -0.14, 0.10